# C85H183N9O13

A 11-piece molecular cluster, C85H183N9O13 overall in a non-equilibrium geometry (the ωB97M-V functional and the def2-TZVPD basis, the Open Molecules 2025 dataset).

Geometry as XYZ:
```
290
Properties=species:S:1:pos:R:3:forces:R:3
C 4.7030 -0.1118 -0.6468 0.3 1.4 1.0
C 5.7409 -0.7834 0.2586 -0.7 -1.7 0.5
C 5.7346 -2.2835 -0.1167 -2.2 -0.5 1.8
C 7.1030 -0.3158 0.0424 2.3 0.5 -0.8
C 7.4720 1.0305 0.6337 -0.2 -0.5 0.1
C 7.3340 0.8535 2.1473 0.2 0.0 -0.2
C 5.9340 0.4526 2.5399 -0.4 -0.6 0.4
C 5.9070 0.0934 4.0428 -1.3 0.6 -0.3
C 5.0267 1.6385 2.3121 -0.5 0.4 -0.1
N 5.5349 -0.7624 1.7713 -0.5 0.1 -0.9
O 4.1343 -0.9771 1.9917 0.4 -0.2 0.2
H 4.7384 -0.5004 -1.6549 0.3 -0.2 -0.2
H 3.6901 -0.2345 -0.2886 -0.2 -0.3 0.2
H 4.8973 0.9768 -0.6665 -0.2 -0.4 -0.2
H 6.4040 -2.8640 0.5214 0.3 0.1 -0.3
H 4.7136 -2.6035 0.2202 0.6 -0.1 -0.4
H 5.7723 -2.5801 -1.1543 0.5 0.4 -0.4
H 7.8216 -1.0190 0.4817 -0.2 -0.2 0.0
H 7.2927 -0.3712 -1.0316 0.1 0.2 -0.1
H 8.5095 1.2062 0.3716 0.1 0.5 -0.1
H 6.8206 1.7983 0.2083 0.3 0.2 0.2
H 7.4900 1.7735 2.7116 0.6 0.0 0.0
H 8.0189 0.0499 2.4808 0.0 0.5 -0.1
H 4.9015 -0.2619 4.2865 0.1 0.0 0.0
H 6.0173 1.0069 4.6321 0.3 -0.1 0.0
H 6.5988 -0.6533 4.3834 0.6 -0.3 -0.2
H 5.1288 2.0112 1.2961 -0.2 0.1 0.0
H 5.2671 2.4389 3.0020 0.4 0.3 0.1
H 3.9837 1.4576 2.5271 -0.4 -0.4 -0.2
H 4.0959 -1.8272 2.4480 0.1 -0.3 0.2
C 4.8248 5.2658 -2.6762 1.0 -0.3 -0.6
C 4.3264 4.0978 -3.5752 0.6 1.5 -0.1
C 5.2608 4.0142 -4.8345 -1.4 1.6 0.2
C 4.3132 2.7899 -2.8516 1.6 -1.4 0.4
C 3.5910 1.6316 -3.5325 -0.8 -0.1 -0.1
C 2.1846 2.1345 -3.7857 -0.7 0.9 0.8
C 2.1050 3.4855 -4.5413 -1.1 -0.2 -0.1
C 2.4105 3.2178 -6.0303 -0.5 0.3 0.1
C 0.6645 4.0483 -4.4113 0.0 -0.1 0.0
N 2.9478 4.4837 -3.8383 -0.4 -1.1 -0.4
O 2.8250 5.8003 -4.3278 -0.4 -0.1 0.1
H 4.9396 6.1403 -3.3241 0.1 -0.1 0.2
H 4.1126 5.5668 -1.9049 0.1 -0.4 0.0
H 5.8311 5.0363 -2.2789 -0.5 0.0 0.1
H 4.8145 4.6963 -5.5736 0.2 -0.2 -0.1
H 6.2341 4.4345 -4.6576 0.6 -0.1 0.4
H 5.3186 3.0584 -5.2954 0.2 -0.9 -0.2
H 5.3738 2.5130 -2.6724 -0.4 0.1 -0.1
H 3.8850 2.8795 -1.8696 -0.4 0.4 0.5
H 4.0312 1.2875 -4.4743 0.4 0.1 0.2
H 3.4914 0.7685 -2.8385 0.4 0.4 -0.4
H 1.7608 2.3122 -2.7889 -0.1 0.1 -0.1
H 1.4932 1.4181 -4.2361 0.2 0.0 -0.3
H 1.7054 2.4752 -6.4421 0.3 0.1 0.4
H 3.4246 2.8529 -6.1899 -0.1 0.2 -0.2
H 2.1881 4.1283 -6.5920 0.5 0.0 -0.2
H -0.0979 3.4394 -4.9111 0.3 -0.1 0.0
H 0.6476 5.0364 -4.8789 -0.1 -0.1 0.2
H 0.3605 4.1461 -3.3537 0.3 0.0 -0.4
H 3.2729 5.9097 -5.1760 0.2 -0.4 -0.3
C 3.7447 -2.8953 -3.5068 0.1 0.5 0.3
C 2.7588 -3.3459 -4.5862 0.3 1.1 -0.6
C 3.5299 -3.8251 -5.8335 1.3 0.7 0.8
C 1.8189 -4.3396 -3.9914 -1.3 -0.2 -0.8
C 0.6515 -4.5696 -4.9721 0.6 -2.1 1.9
C -0.1385 -3.3584 -5.1675 -0.4 1.6 -0.3
C 0.6960 -2.2195 -5.7208 0.2 0.5 -1.3
C 0.9622 -2.4545 -7.2674 0.1 -0.4 0.7
C -0.0419 -0.8575 -5.6108 0.4 0.1 0.7
N 1.8994 -2.1200 -4.9058 1.1 0.6 0.3
O 2.7196 -1.0931 -5.5694 -0.1 0.0 1.4
H 4.1058 -1.9163 -3.7988 0.5 0.1 -0.1
H 3.2465 -2.7244 -2.5366 0.0 -0.3 -0.3
H 4.6060 -3.5650 -3.3465 -0.4 0.1 -0.2
H 4.3638 -4.4760 -5.5127 -0.5 -0.1 -0.2
H 2.9663 -4.2958 -6.6177 -0.4 -0.2 -0.1
H 4.0383 -2.9358 -6.2448 -0.3 -0.3 0.0
H 2.2882 -5.2837 -3.7195 0.3 0.0 -0.1
H 1.3663 -3.9083 -3.0913 0.2 -0.1 0.1
H 0.9682 -5.0230 -5.9024 0.2 0.0 -0.3
H 0.0469 -5.3151 -4.4475 -0.3 -0.2 -0.3
H -0.6066 -3.0163 -4.2389 -0.1 -0.2 0.0
H -0.8773 -3.5496 -5.9240 -0.9 0.0 -0.1
H 0.1422 -2.0002 -7.8299 0.3 0.0 -0.1
H 1.0064 -3.5142 -7.5359 -0.3 0.0 0.2
H 1.9360 -2.0778 -7.5802 -0.3 0.5 0.0
H -1.0442 -0.9246 -6.0295 -0.2 -0.2 0.2
H 0.4732 -0.0938 -6.2071 0.0 -0.2 0.2
H -0.0833 -0.5081 -4.5413 -0.1 -0.4 -1.0
H 2.7794 -0.3712 -4.8957 -0.2 -0.9 -0.7
C -0.7604 -2.2589 1.2613 -0.3 -0.7 0.4
C 0.3992 -2.0370 0.3111 0.2 0.2 -0.8
C 1.3693 -3.1720 0.5195 0.9 -0.3 0.7
C -0.0082 -2.0839 -1.1495 -0.7 -0.6 -0.3
C -0.8774 -0.9386 -1.5776 -0.9 0.0 -0.4
C -0.0809 0.3143 -1.4172 0.2 0.5 -0.3
C 0.4429 0.5046 -0.0081 0.1 0.9 0.1
C 1.4381 1.6950 -0.0456 0.4 -0.5 0.9
C -0.7263 0.9837 0.8739 -0.6 -0.6 0.7
N 1.1733 -0.7401 0.4411 -0.9 0.1 -0.5
O 1.5589 -0.5592 1.7845 -0.7 0.1 0.5
H -1.1851 -3.2683 1.0768 0.2 0.5 -0.1
H -0.3723 -2.3049 2.2769 -0.1 0.2 0.2
H -1.5886 -1.5583 1.2085 0.1 0.2 0.0
H 2.0785 -3.3025 -0.2981 0.2 0.4 0.0
H 1.8870 -2.9932 1.4603 0.4 0.0 0.1
H 0.9163 -4.1463 0.6550 -0.6 -0.1 -0.1
H 0.8977 -2.0435 -1.7482 0.3 0.0 -0.2
H -0.5095 -3.0276 -1.4301 0.2 0.1 0.5
H -1.1258 -1.1043 -2.6299 -0.2 0.2 0.0
H -1.8441 -0.8586 -1.0396 0.5 -0.3 -0.1
H -0.6529 1.2240 -1.6973 0.4 -0.4 0.0
H 0.8086 0.2259 -2.0394 0.0 0.2 -0.5
H 2.3457 1.5621 -0.6579 -0.5 -0.3 0.1
H 1.7620 1.8590 0.9881 0.2 0.1 -0.1
H 0.9445 2.6196 -0.3295 -0.2 0.0 -0.3
H -0.9653 2.0398 0.7099 0.2 -0.2 -0.2
H -0.5030 0.8733 1.9365 0.1 0.1 0.1
H -1.6640 0.4178 0.7252 0.4 0.2 -0.2
H 2.5256 -0.6100 1.8339 0.2 0.1 -0.5
C -3.9029 3.5336 -2.5403 -0.1 -0.8 0.0
C -4.0220 4.7942 -1.6779 1.8 0.1 -0.9
C -3.8622 4.4153 -0.2360 -0.6 0.1 0.7
C -2.9315 5.8029 -2.0941 1.1 -0.6 -0.8
C -3.0170 7.2291 -1.5345 -0.9 -1.1 0.0
C -4.4035 7.7111 -1.9897 0.3 -0.6 0.5
C -5.5402 6.7696 -1.5021 -0.7 -0.6 0.2
C -5.6921 6.8449 0.0507 -1.5 0.4 -0.5
C -6.8931 7.1253 -2.1728 1.0 1.8 0.4
N -5.2934 5.3746 -2.0291 0.3 1.0 -0.1
O -6.2694 4.4703 -1.5532 -0.9 0.2 0.5
H -4.0554 3.7862 -3.6006 0.1 -0.2 0.3
H -2.9854 2.9275 -2.4047 -0.1 0.8 -0.1
H -4.6936 2.8381 -2.2176 0.1 0.2 -0.3
H -3.7012 5.3104 0.3653 -0.1 -0.3 0.2
H -4.8133 3.9378 0.0099 0.2 -0.1 0.6
H -3.0488 3.7170 -0.0419 0.1 0.0 -0.2
H -1.9667 5.2833 -1.9047 -0.3 0.5 0.0
H -3.0019 5.8973 -3.1949 0.1 -0.1 0.3
H -2.9140 7.2386 -0.4394 0.0 0.1 -0.2
H -2.2577 7.8863 -1.9468 0.2 -0.1 -0.1
H -4.4070 7.6871 -3.0763 -0.1 0.2 -0.2
H -4.4839 8.7375 -1.6370 -0.8 0.1 0.0
H -6.4362 7.6394 0.2221 0.5 0.1 0.1
H -4.8029 7.0712 0.6311 0.1 -0.1 -0.1
H -6.2240 5.9707 0.4450 0.5 -0.1 -0.1
H -6.8004 7.1590 -3.2595 0.0 -0.3 0.1
H -7.1688 8.1420 -1.8492 0.1 -0.2 -0.2
H -7.6990 6.5010 -1.8598 -0.4 -0.7 0.1
H -6.6972 4.1080 -2.3352 0.1 0.2 -0.1
C -2.0077 -1.4379 4.6128 0.9 1.4 -1.4
C -0.9773 -1.0901 5.7011 0.1 -0.8 -0.2
C -1.2490 0.2289 6.4521 0.8 -0.9 -0.2
C -1.1167 -2.2723 6.6635 0.2 0.0 0.1
C -0.0078 -2.3692 7.6579 0.5 0.0 1.5
C 1.2917 -2.5868 6.9170 -0.3 -0.2 -0.9
C 1.5635 -1.4201 5.9287 -0.1 0.3 0.6
C 1.9398 -0.1123 6.7010 0.1 -0.6 -0.7
C 2.6538 -1.8849 4.9826 0.0 0.4 0.2
N 0.3861 -1.2077 5.0497 -1.2 -0.1 0.4
O 0.5933 -0.0227 4.2770 0.0 -0.1 -0.1
H -3.0073 -1.6545 4.9416 -0.4 -0.1 0.6
H -2.0868 -0.5813 3.9051 0.0 -0.5 0.2
H -1.6213 -2.3025 4.0585 -0.2 0.2 0.1
H -0.7327 0.1584 7.4020 0.1 0.4 0.1
H -0.9184 1.1009 5.9111 0.1 0.2 -0.2
H -2.2836 0.3125 6.6979 -0.9 0.1 0.0
H -2.0868 -2.2168 7.1364 -0.4 0.1 0.2
H -1.0954 -3.1826 6.0777 -0.1 -0.3 -0.3
H 0.0569 -1.4501 8.2620 0.0 -0.1 -0.2
H -0.1723 -3.1383 8.4389 0.0 0.0 -0.6
H 1.2142 -3.5298 6.3151 0.0 0.6 0.4
H 2.1435 -2.7209 7.5842 0.1 0.2 0.0
H 1.8879 0.7245 5.9833 -0.2 -0.2 0.6
H 2.9450 -0.1629 7.0951 0.5 -0.2 -0.1
H 1.3230 0.0024 7.5889 -0.2 0.4 -0.3
H 2.4269 -2.9008 4.6248 0.2 0.5 -0.1
H 3.5996 -1.8454 5.4996 0.5 -0.4 0.2
H 2.7487 -1.1558 4.1855 -0.1 -0.1 -0.4
H 0.8355 -0.3140 3.3664 -0.3 -0.1 0.5
C 2.3058 5.6846 5.1234 0.3 0.8 0.0
C 2.2613 5.3876 3.6267 1.0 0.3 -0.2
C 3.6090 5.8421 2.9913 0.3 1.3 0.1
C 2.3009 3.9098 3.3275 -1.1 0.0 0.0
C 0.9544 3.2452 3.5263 -0.6 -1.2 0.0
C -0.0625 3.9142 2.6015 0.0 0.6 1.4
C -0.2017 5.4271 2.9684 -0.3 -1.7 1.1
C -1.1570 6.0045 1.9643 -0.5 0.5 -0.8
C -0.9182 5.5591 4.3408 -0.8 1.0 0.3
N 1.1273 6.0126 2.9005 1.1 0.4 -0.8
O 1.0482 7.3574 3.3254 -1.0 0.1 1.5
H 3.2888 5.3969 5.5340 -0.4 0.0 -0.1
H 2.1656 6.7677 5.2748 0.2 -0.4 0.0
H 1.5125 5.1993 5.6623 -0.1 -0.4 0.3
H 3.5445 5.6701 1.9087 0.2 0.1 0.2
H 3.8680 6.9171 3.1653 -0.5 -0.7 -0.1
H 4.4887 5.2920 3.4042 -0.8 0.1 -0.2
H 2.6000 3.8435 2.2746 0.0 -0.5 0.1
H 3.0767 3.5131 3.9573 0.4 -0.5 0.2
H 0.9959 2.1715 3.2803 0.2 0.3 0.0
H 0.5988 3.2274 4.5743 0.3 0.4 -0.3
H -1.0763 3.4329 2.6498 1.0 0.4 -0.2
H 0.3627 3.8882 1.6151 -0.2 -0.2 -0.8
H -2.1535 5.5653 2.1815 0.5 0.1 -0.5
H -0.8378 5.8403 0.9124 -0.3 -0.2 0.6
H -1.2813 7.0784 2.0858 0.1 0.2 0.1
H -1.3525 6.5913 4.3605 0.2 -0.9 0.2
H -0.3985 5.4382 5.2942 0.6 0.0 -0.5
H -1.7374 4.8376 4.4357 -0.1 0.2 -0.4
H 1.4335 7.9737 2.7185 0.5 -0.2 -1.2
C 0.6190 -7.0536 -0.1608 -0.5 0.6 1.1
C -0.1717 -8.2809 -0.5711 -0.5 -0.4 0.2
C 0.7894 -9.2700 -1.1874 -0.1 -0.9 -0.7
C -0.8487 -8.9684 0.6301 0.4 0.2 0.4
C -1.9840 -8.1412 1.1825 -0.4 0.9 0.0
C -3.0117 -7.9155 0.0620 -0.3 -0.7 0.1
C -2.4419 -7.2038 -1.1471 0.4 -1.3 -0.9
C -3.4017 -7.3819 -2.3622 0.3 0.4 1.1
C -2.2044 -5.7435 -0.8140 -0.4 0.5 0.0
N -1.2452 -8.0067 -1.5642 0.2 0.2 -0.1
O -0.6674 -7.2909 -2.6713 0.2 0.6 0.4
H 1.5714 -7.3734 0.2473 0.4 0.1 -0.2
H 0.7283 -6.3543 -0.9953 0.2 -0.2 0.2
H 0.1356 -6.5466 0.6971 0.1 0.0 -0.6
H 0.2718 -10.1668 -1.5876 0.2 0.3 0.6
H 1.2232 -8.8198 -2.0628 0.6 0.3 -0.3
H 1.5965 -9.5543 -0.4942 -0.4 0.0 -0.2
H -1.3518 -9.8794 0.3111 0.4 -0.4 -0.3
H -0.0657 -9.2382 1.3892 -0.7 0.3 -0.6
H -2.4216 -8.6327 2.0437 -0.3 -0.2 0.1
H -1.6733 -7.1569 1.5481 0.2 -0.1 0.1
H -3.8822 -7.3268 0.3632 0.0 -0.2 0.3
H -3.3626 -8.8946 -0.2995 -0.1 0.1 0.3
H -3.5664 -8.4476 -2.5837 0.2 0.4 0.1
H -2.9603 -6.8649 -3.2048 -0.1 0.0 -0.3
H -4.3433 -6.9100 -2.0962 -0.3 0.0 -0.2
H -3.1954 -5.2455 -0.6978 0.6 -0.2 -0.4
H -1.5897 -5.2523 -1.5755 -0.3 0.1 0.1
H -1.7149 -5.6212 0.1517 0.1 0.0 -0.1
H -0.4793 -7.9258 -3.3602 -0.2 -0.5 -0.1
C -5.8176 -1.6897 -3.3594 1.1 0.8 -1.1
C -6.1696 -2.2096 -2.0074 -0.1 -1.0 1.6
C -6.5380 -3.7275 -2.1122 -1.5 0.8 0.1
C -4.9815 -2.0788 -1.0052 -0.7 -0.3 -0.1
C -4.7200 -0.6642 -0.5013 0.4 -0.1 -0.5
C -6.0100 -0.1403 0.1088 0.5 -0.4 -0.2
C -7.2033 -0.2117 -0.8482 -0.5 0.5 0.9
C -8.5142 0.1487 -0.0655 0.8 0.8 -1.2
C -7.0380 0.7206 -1.9998 -0.2 2.1 -0.8
N -7.3292 -1.5568 -1.3128 -0.4 -2.3 -1.0
O -8.4291 -1.6106 -2.2719 -0.1 -0.1 0.7
H -6.6375 -1.2680 -3.9062 -0.7 -0.1 -0.2
H -5.0784 -0.8820 -3.3425 0.0 0.0 0.3
H -5.3669 -2.4578 -3.9918 -0.1 -0.2 0.1
H -5.7307 -4.4018 -2.2937 1.0 -0.1 -0.1
H -7.0114 -4.0095 -1.1635 0.1 -0.1 -0.2
H -7.2667 -3.9166 -2.9273 0.3 0.3 0.5
H -5.2492 -2.6661 -0.1131 0.1 -0.1 -0.2
H -4.1131 -2.5561 -1.4499 0.3 0.0 -0.1
H -3.9316 -0.7515 0.2605 -0.2 0.3 0.0
H -4.3264 0.0195 -1.2741 -0.1 -0.3 0.1
H -5.8417 0.8809 0.4608 -0.4 -0.1 0.2
H -6.2051 -0.8540 0.9114 -0.3 0.4 0.5
H -9.2220 0.4827 -0.8422 -0.2 -0.5 0.6
H -8.2742 1.0438 0.5011 -0.1 0.1 0.3
H -8.8915 -0.6206 0.6045 0.0 -0.1 -0.2
H -7.4771 1.7076 -1.7967 0.2 0.0 0.3
H -7.5666 0.4127 -2.8959 0.0 -0.3 0.0
H -5.9996 0.9084 -2.2522 0.1 -0.1 -0.1
H -9.1803 -1.9768 -1.7677 0.7 0.2 -0.2
O -5.0500 2.0511 2.6101 -1.4 -1.4 -0.1
C -3.6997 2.2679 2.8749 0.4 0.7 0.3
C -3.4983 2.4253 4.3793 -0.3 1.0 0.3
O -4.2104 3.5779 4.9019 0.8 -0.6 -0.4
H -5.2834 1.1453 2.8992 0.1 0.7 -0.2
H -3.0473 1.4586 2.5241 0.0 0.0 -0.2
H -3.5145 3.1939 2.2862 0.5 -0.4 0.7
H -2.4337 2.5774 4.5814 -0.1 0.0 0.2
H -3.8738 1.5527 4.9504 0.4 0.0 -0.5
H -5.1255 3.4273 4.6616 -0.3 0.1 -0.1
O 3.8688 -5.9997 4.2212 0.3 -0.7 1.6
C 3.7802 -5.7832 2.8683 0.2 0.3 -1.3
C 4.7851 -4.7434 2.3548 0.5 -1.2 0.4
O 4.7541 -3.6635 3.2717 -0.5 0.6 -0.5
H 3.8149 -5.2008 4.7569 0.0 0.2 -0.5
H 4.0392 -6.7388 2.4022 -0.2 0.1 -0.1
H 2.7645 -5.5174 2.5775 -0.2 0.2 -0.2
H 4.6225 -4.4751 1.2945 -0.2 0.1 0.5
H 5.7907 -5.1932 2.4491 -0.3 0.0 -0.3
H 5.6241 -3.2777 3.2170 0.4 0.6 0.2
```
Forces are in eV/Å.

As for the LUMO energy: 0.448 eV. The value obtained for the orbital gap is 8.82 eV. Its spin multiplicity is 1. For the energy, the calculation gives -131131.468 eV. The charge is 0.